Entry 1:
{
  "formula": "C14H15AsCeN5O8S",
  "method": "ωB97M-V with the def2-TZVPD basis set",
  "elements": ["As", "O", "C", "H", "H", "N", "H", "C", "H", "N", "H", "N", "O", "Ce", "H", "O", "C", "H", "C", "C", "O", "H", "O", "H", "H", "O", "C", "H", "S", "C", "C", "C", "O", "O", "C", "H", "H", "C", "H", "C", "N", "N", "H", "C", "C"],
  "coordinates": [[2.52378, 0.55872, -1.19245], [1.45419, -0.66851, -0.67516], [0.32007, 2.47717, -2.35270], [-1.27598, -1.32500, -2.65866], [2.45685, 2.71478, -5.55553], [1.60204, -0.13194, 2.89242], [2.43449, 0.23708, 2.44262], [-0.12633, 1.68588, 3.33726], [0.66245, 0.32810, 4.72129], [-2.39460, -3.73354, 2.35113], [3.25118, 1.38504, -3.62901], [-1.33633, -1.78633, -0.56885], [-0.16913, 2.87821, 3.53231], [-0.01661, 0.23727, 0.77558], [-2.58837, -4.69153, -0.53024], [2.68322, 1.29557, 0.43338], [1.56185, 1.78260, -2.40308], [1.81988, 1.55558, 4.20677], [-1.54698, -2.04433, -1.90523], [1.06090, 0.85914, 3.85412], [-1.62627, 3.61702, -0.99293], [-2.52905, -3.84065, 4.49802], [-1.00523, 0.95426, 2.69023], [3.25742, 2.06189, 0.29893], [-0.74355, -1.75272, 4.31110], [-1.40293, 1.16362, -0.91376], [1.84790, 2.65103, -4.66292], [1.86369, -0.98595, 3.36194], [-0.74979, 2.49928, -0.94056], [-1.76866, -2.84088, 0.07135], [-2.10822, -3.26987, -2.05692], [-1.20232, -2.33179, 3.52823], [3.97045, 0.26390, -1.86139], [0.22475, 2.46486, 0.18713], [0.64560, 3.30955, -4.59032], [-1.04904, 3.76756, -3.34320], [-3.06817, -4.42924, 2.08649], [2.30092, 1.89866, -3.57841], [0.28868, 3.90451, -5.42130], [-1.69572, -2.91591, 1.52987], [-0.95776, -2.06881, 2.19955], [-2.25287, -3.77793, -0.77557], [-2.41408, -3.83095, -2.92196], [-2.08732, -3.35366, 3.64688], [-0.11503, 3.22825, -3.42646]],
  "gap_ev": [7.765, 8.776],
  "relative_energy_kcal_mol": 20.15,
  "e_homo_ev": [-8.00, -9.01],
  "lumo_ev": [-0.24, -0.24],
  "spin_multiplicity": 2
}


Entry 2:
{
  "formula": "C4H8NOP",
  "method": "ωB97M-V with the def2-TZVPD basis set",
  "elements": ["H", "H", "H", "C", "C", "H", "H", "P", "H", "O", "N", "H", "H", "C", "C"],
  "coordinates": [[0.04473, -1.32510, 0.83137], [-0.97226, -0.70837, -2.18371], [-2.52745, -1.32665, -1.36788], [-1.89108, -0.49260, -1.53666], [1.03469, 1.71607, -0.04467], [-0.05500, -0.06746, 2.04727], [-2.50654, 0.07104, -2.12896], [-1.20629, 0.53890, -0.09888], [3.04413, 1.69303, 0.50463], [-2.10749, 1.63323, 0.24311], [0.16107, 1.22107, -0.69507], [-1.60667, -1.10498, 1.81960], [2.15663, 3.03848, 1.30082], [-0.62762, -0.62174, 1.32179], [2.10558, 2.19677, 0.53098]],
  "gap_ev": 9.903,
  "relative_energy_kcal_mol": 25.40,
  "e_homo_ev": -9.18,
  "lumo_ev": 0.72,
  "smiles": "C=C=NP(C)(C)=O",
  "spin_multiplicity": 1
}


Entry 3:
{
  "formula": "C23H14N5O7V",
  "method": "ωB97M-V with the def2-TZVPD basis set",
  "elements": ["H", "C", "C", "C", "H", "C", "H", "N", "C", "H", "C", "O", "H", "C", "C", "N", "N", "H", "C", "C", "O", "C", "C", "H", "H", "H", "C", "N", "O", "C", "C", "C", "H", "C", "H", "O", "V", "C", "H", "C", "C", "N", "O", "C", "H", "C", "H", "O", "O", "C"],
  "coordinates": [[-3.70747, -3.25051, 1.92711], [-5.90918, -1.28703, -1.08190], [-5.67763, -1.94651, -2.27865], [-3.38201, -2.28436, -1.64031], [-2.16828, 0.71841, 2.36884], [-4.41021, -2.44411, -2.55484], [-2.46616, 0.65232, 0.25225], [2.18223, 0.17802, -0.00963], [-3.07278, -0.12873, 4.10088], [6.45555, 1.15609, -0.01374], [0.58802, 1.00543, 5.56029], [6.37774, 2.07976, -0.27222], [-5.06636, -0.62772, 0.77520], [-3.60648, -1.62756, -0.43412], [0.91843, -0.12396, 4.77066], [1.71754, -2.29769, 5.88894], [3.22129, -0.66083, 0.02966], [-6.48077, -2.07628, -2.99304], [1.55687, 2.47269, -0.28734], [-3.93752, -2.35197, 3.86309], [1.81262, 3.60795, -0.60347], [-4.87700, -1.13076, -0.16510], [4.37902, 0.00085, -0.08940], [3.05293, -1.63836, 0.21451], [-3.98898, -1.22631, 5.69509], [-4.41808, -3.22342, 4.28936], [1.35778, -1.32344, 5.38464], [0.31875, 1.92564, 6.20403], [0.39441, 1.95428, -0.03418], [-1.33035, -2.42468, 0.39840], [-3.54837, -2.36993, 2.53550], [2.66169, 1.40673, -0.16780], [-4.22211, -2.96425, -3.48538], [0.74817, -0.07533, 3.39274], [-2.86220, 0.74301, 4.70743], [4.79254, 3.58294, -0.61159], [0.24193, 0.00549, 0.36411], [-2.68069, -0.14613, 2.76537], [-2.40172, -2.68753, -1.85662], [-2.90971, -1.26387, 1.97489], [-3.69912, -1.23180, 4.65256], [0.60306, -0.05949, 2.23958], [-1.86185, -0.08352, 0.08995], [5.06295, 2.44776, -0.37852], [-6.89312, -0.89677, -0.85555], [4.08016, 1.34253, -0.23106], [5.31281, -0.53782, -0.07874], [-0.14623, -1.97249, 0.21094], [-1.67579, -3.58766, 0.47149], [-2.45791, -1.34526, 0.52127]],
  "total_charge": -1,
  "gap_ev": [6.460, 7.576],
  "relative_energy_kcal_mol": 26.38,
  "e_homo_ev": [-4.43, -5.56],
  "lumo_ev": [2.03, 2.02],
  "spin_multiplicity": 4
}


Entry 4:
{
  "formula": "C30H48P2Tm",
  "method": "ωB97M-V with the def2-TZVPD basis set",
  "elements": ["C", "H", "H", "H", "H", "H", "H", "H", "C", "H", "H", "C", "C", "H", "C", "C", "H", "Tm", "C", "H", "H", "H", "H", "H", "C", "H", "H", "H", "C", "H", "P", "H", "P", "H", "H", "C", "H", "C", "C", "C", "C", "C", "H", "C", "H", "H", "H", "C", "H", "H", "C", "H", "H", "C", "C", "C", "C", "C", "C", "H", "H", "H", "H", "C", "C", "H", "H", "C", "C", "H", "H", "C", "H", "H", "C", "H", "H", "H", "H", "H", "H"],
  "coordinates": [[-0.92789, 4.46564, 0.22551], [-0.22368, -0.58142, 2.38053], [-2.28668, -2.46462, -6.12116], [3.03138, 3.19511, 0.07807], [-3.33679, -4.49507, -4.59083], [1.59013, -2.66836, -0.08520], [-1.36335, -4.86721, 0.64484], [-6.26219, -2.69708, -1.72181], [-3.63709, -1.74727, -0.76614], [-3.99095, -2.53029, -1.49756], [1.36388, -1.32750, 2.12227], [-2.51123, -3.08608, 1.02276], [1.67387, -2.04447, -0.99248], [2.71806, 3.16040, -1.68218], [-2.14481, -4.35256, -1.26522], [-4.21536, -4.39351, -3.93675], [-1.19040, -3.33067, -5.01595], [-0.32632, 1.01062, -1.42412], [-2.23186, 2.65074, -0.88935], [1.04171, -2.50149, -1.76983], [-2.44620, -0.14363, -1.59396], [-2.40234, 3.51395, 3.71845], [-4.36555, -0.93015, -0.80137], [-1.35574, -5.06770, -1.57832], [0.64492, -0.14930, 0.44981], [-3.04662, -4.94886, -1.10533], [0.13722, 1.45746, 2.58278], [-0.57558, -2.08470, -2.29534], [-1.64339, 0.50226, -4.38595], [-2.31306, 0.83105, -5.18670], [-1.97793, -1.22719, -4.07001], [0.03128, 6.09617, 1.25666], [-4.32715, -2.75315, -3.19206], [-4.39182, -2.09166, 1.23404], [-4.26991, -0.41619, -3.97730], [-2.25836, -1.20397, -1.29017], [1.82524, 2.02005, 2.30098], [-3.80647, -1.38175, -4.24916], [-3.57900, -2.37695, 0.59330], [-0.63044, 5.22168, 1.35739], [-1.99619, 3.77293, 2.72894], [0.40457, -1.06166, 1.61841], [-0.10600, -2.01787, 1.38164], [-2.30451, 2.98776, 1.61875], [2.71523, -2.13909, -1.35332], [-0.59824, 0.68965, -4.68819], [-2.20372, -2.98060, 2.08081], [-1.59729, -3.89936, 0.13573], [-4.17563, -5.16548, -3.15827], [2.70526, -0.52109, -3.05228], [1.61685, 1.70262, -0.60436], [-1.04095, 5.58703, 3.44576], [-5.10344, -4.51899, -4.55632], [-1.69338, -2.06889, -2.45852], [2.85507, 0.41702, -2.50619], [-1.44324, -2.33596, -5.41147], [-6.07409, -2.45516, -2.77519], [-2.36085, -3.47756, -2.48689], [1.84946, 0.53667, -1.42012], [-3.16518, 2.08060, -0.79101], [-1.89584, 1.12961, -3.49819], [3.87791, 0.40928, -2.08365], [-0.55915, -1.95182, -5.95187], [0.86019, 1.26481, 0.54606], [2.25398, 3.04870, -0.69376], [-0.61394, -3.40190, 0.05265], [-6.34540, -1.40602, -2.94924], [-1.87003, 3.39784, 0.31263], [0.81277, 1.95647, 1.86192], [-2.16034, 3.19525, -1.84402], [-2.84837, 2.03895, 1.73389], [-1.19374, 4.91723, 2.59925], [-6.68379, -3.11478, -3.40346], [0.46005, 2.97707, 1.70684], [1.24771, -0.60962, -0.76638], [2.75869, 1.24350, -3.22610], [-1.53697, -1.26876, -0.45145], [1.49190, 3.83640, -0.57370], [-4.12427, -1.65344, -5.28595], [-2.02155, -4.06497, -3.35474], [-0.44090, 4.66698, -0.73612]],
  "total_charge": 1,
  "gap_ev": [5.325, 5.283],
  "relative_energy_kcal_mol": 152.69,
  "e_homo_ev": [-8.36, -8.29],
  "lumo_ev": [-3.03, -3.00],
  "spin_multiplicity": 3
}